The following is a DFT calculation (wB97M-V/def2-TZVPD) of C26H72N6O10V2 as an isolated structure in a non-equilibrium geometry.

Calculated values
largest force on an atom	0.090	Eh/bohr
<S²>	3.844
lowest unoccupied orbital energy (spin up / spin down)	-2.499 / -2.493	eV
HOMO level (spin up / spin down)	-6.3 / -9.5	eV
gap between HOMO and LUMO (spin up / spin down)	0.1393 / 0.2559	Eh

The geometry in ORCA input format:
```
! RIJCOSX wB97M-V def2-TZVPD def2/J DEFGRID3
* xyz 1 4
O 12.079 -19.729 8.316
V 12.217 -18.179 8.709
O 10.406 -17.146 4.344
V 11.657 -17.023 5.426
O 13.035 -17.417 6.896
H 13.993 -17.460 6.711
C 8.601 -18.725 8.316
C 9.026 -17.441 7.799
O 10.315 -17.588 7.161
H 9.212 -19.106 9.134
H 8.408 -19.433 7.510
H 7.579 -18.667 8.690
H 9.086 -16.709 8.604
H 8.297 -17.029 7.101
C 16.511 -19.325 9.303
C 15.041 -19.741 9.320
C 14.767 -20.869 10.317
O 13.323 -21.206 10.299
C 12.937 -22.384 10.964
N 14.249 -18.545 9.669
H 17.007 -20.200 8.883
H 16.825 -19.033 10.305
H 16.761 -18.497 8.640
H 14.738 -20.033 8.315
H 14.980 -20.421 11.288
H 15.375 -21.747 10.098
H 13.475 -23.188 10.461
H 11.855 -22.480 10.877
H 13.149 -22.480 12.029
H 14.377 -18.516 10.671
H 14.772 -17.737 9.364
C 15.879 -18.965 5.738
C 16.627 -17.747 5.091
C 17.042 -17.941 3.612
O 17.858 -19.157 3.354
C 18.075 -19.433 1.951
N 15.967 -16.515 5.466
H 15.487 -18.704 6.721
H 16.469 -19.878 5.816
H 15.038 -19.177 5.077
H 17.580 -17.684 5.616
H 17.566 -17.080 3.198
H 16.123 -17.973 3.027
H 18.728 -20.301 1.850
H 18.561 -18.588 1.462
H 17.117 -19.597 1.458
H 16.595 -15.724 5.447
H 15.830 -16.537 6.467
C 12.301 -14.775 11.538
C 12.400 -16.184 10.917
C 11.148 -17.044 11.356
O 11.235 -18.365 10.692
C 10.859 -19.519 11.474
N 12.438 -16.048 9.465
H 12.488 -14.824 12.611
H 11.367 -14.230 11.403
H 12.965 -14.007 11.141
H 13.264 -16.668 11.373
H 10.288 -16.502 10.965
H 11.031 -17.218 12.426
H 10.621 -20.358 10.820
H 10.000 -19.297 12.107
H 11.739 -19.715 12.087
H 13.338 -15.607 9.336
H 11.702 -15.395 9.237
C 12.974 -13.500 5.773
C 11.963 -14.144 6.664
C 11.165 -13.208 7.724
O 10.440 -14.085 8.579
C 9.480 -13.341 9.380
N 11.006 -14.856 5.764
H 12.420 -12.871 5.076
H 13.533 -14.113 5.066
H 13.733 -12.854 6.214
H 12.514 -14.867 7.265
H 10.575 -12.429 7.242
H 12.012 -12.775 8.257
H 8.888 -14.046 9.963
H 8.891 -12.773 8.659
H 9.926 -12.637 10.083
H 10.262 -14.984 6.434
H 10.643 -14.155 5.134
C 9.843 -20.096 4.091
C 11.054 -20.208 5.056
C 11.735 -21.605 5.019
O 12.824 -21.640 5.950
C 14.102 -22.180 5.366
N 11.926 -19.196 4.673
H 9.058 -20.827 4.285
H 10.166 -20.146 3.051
H 9.307 -19.167 4.283
H 10.711 -20.072 6.082
H 11.926 -21.875 3.980
H 10.968 -22.360 5.195
H 14.861 -22.378 6.122
H 14.339 -21.535 4.519
H 14.040 -23.155 4.883
H 12.771 -19.628 5.018
H 12.036 -19.344 3.679
C 14.399 -15.719 1.926
C 13.051 -15.746 2.600
C 11.916 -16.010 1.587
O 10.717 -15.354 2.086
C 9.796 -15.073 1.027
N 13.175 -16.760 3.717
H 14.376 -14.959 1.145
H 14.678 -16.678 1.490
H 15.278 -15.478 2.525
H 13.065 -14.754 3.052
H 11.878 -17.079 1.381
H 12.289 -15.668 0.622
H 8.999 -14.404 1.350
H 9.374 -16.058 0.831
H 10.145 -14.663 0.079
H 13.397 -17.522 3.093
H 14.089 -16.584 4.108
*
```

=====

The following is a DFT calculation (wB97M-V/def2-TZVPD) of a single C2H4N4 molecule in a non-equilibrium geometry.

Calculated values
relative energy (zero: lowest compared OMol25 entry of this formula, charge and spin)	121.2	kcal/mol
largest force on an atom	0.028	Eh/bohr
lowest unoccupied orbital energy	0.898	eV
HOMO level	-8.3	eV
gap between HOMO and LUMO	0.3365	Eh
SMILES	[H]/N=N/N1C=C1N

The geometry in ORCA input format:
```
! RIJCOSX wB97M-V def2-TZVPD def2/J DEFGRID3
* xyz 0 1
H -2.290 -0.339 1.410
N -1.497 -0.049 0.841
N -1.797 -0.135 -0.358
N -0.700 0.345 -1.100
C 0.395 -0.583 -1.373
C 0.570 0.074 -0.272
N 1.326 0.562 0.735
H 0.825 -0.925 -2.292
H 0.883 0.806 1.609
H 2.284 0.245 0.799
*
```

=====

The following is a DFT calculation (wB97M-V/def2-TZVPD) of a single C4H8ClN2P molecule in a non-equilibrium geometry.

Calculated values
relative energy (zero: lowest compared OMol25 entry of this formula, charge and spin)	41.7	kcal/mol
largest force on an atom	0.041	Eh/bohr
lowest unoccupied orbital energy (spin up / spin down)	-0.486 / 0.086	eV
HOMO level (spin up / spin down)	-7.8 / -7.6	eV
gap between HOMO and LUMO (spin up / spin down)	0.2689 / 0.2839	Eh

The geometry in ORCA input format:
```
! RIJCOSX wB97M-V def2-TZVPD def2/J DEFGRID3
* xyz 0 1
C 0.259 -0.660 0.177
C 1.342 -0.833 -0.905
C -0.412 -1.909 0.640
C -0.214 2.754 0.208
N -0.089 0.463 0.624
N 0.502 1.586 0.608
P 2.688 0.415 -0.895
Cl 3.704 -0.216 0.709
H 1.756 -1.835 -0.777
H 0.850 -0.781 -1.883
H 0.290 -2.534 1.193
H -0.773 -2.481 -0.216
H -1.249 -1.669 1.289
H -1.293 2.625 0.340
H 0.136 3.594 0.809
H -0.022 2.980 -0.845
*
```